1.
10 unconnected molecules or ions with the total composition C58H53F9O2, computed with ωB97M-V/def2-TZVPD.

```
! wB97M-V def2-TZVPD RIJCOSX def2/J DEFGRID3
* xyz 0 1
F 4.71 -5.71 -0.81
C 4.77 -4.40 -1.20
C 3.99 -4.01 -2.29
C 4.16 -2.63 -2.60
C 4.93 -1.73 -1.87
C 5.59 -2.13 -0.70
C 5.57 -3.51 -0.51
H 3.58 -4.81 -2.88
H 3.65 -2.23 -3.46
H 4.99 -0.66 -2.12
H 6.29 -1.53 -0.04
H 6.10 -3.95 0.34
F 4.99 3.61 4.39
C 3.94 4.20 3.69
C 3.99 4.43 2.33
C 2.94 5.04 1.72
C 1.79 5.32 2.48
C 1.70 4.92 3.81
C 2.83 4.46 4.44
H 4.89 4.31 1.76
H 3.06 5.51 0.77
H 0.99 5.70 1.91
H 0.71 5.02 4.21
H 2.84 4.27 5.45
F 1.10 -5.11 -4.44
C 0.94 -3.81 -4.44
C 0.65 -3.19 -5.63
C 0.50 -1.79 -5.71
C 0.65 -1.04 -4.55
C 0.71 -1.67 -3.33
C 0.89 -3.08 -3.29
H 0.43 -3.80 -6.58
H 0.42 -1.30 -6.69
H 0.66 0.08 -4.68
H 0.48 -1.14 -2.43
H 0.99 -3.64 -2.35
F 3.97 3.39 -1.10
C 2.92 3.37 -1.91
C 1.76 4.15 -1.61
C 0.71 4.03 -2.55
C 0.80 3.24 -3.70
C 1.98 2.52 -3.91
C 3.03 2.51 -3.00
H 1.59 4.83 -0.77
H -0.24 4.54 -2.28
H -0.04 3.19 -4.32
H 2.13 1.92 -4.82
H 3.98 2.01 -3.14
F -1.98 4.39 -0.28
C -1.81 3.88 0.99
C -2.49 4.37 2.06
C -2.32 3.75 3.24
C -1.48 2.67 3.45
C -0.81 2.16 2.27
C -0.96 2.80 1.07
H -3.14 5.23 1.97
H -2.84 4.18 4.10
H -1.42 2.23 4.42
H -0.19 1.27 2.21
H -0.42 2.42 0.22
F -0.93 1.63 7.79
C -0.39 1.07 6.69
C 0.79 1.54 6.07
C 1.23 0.95 4.91
C 0.50 -0.06 4.32
C -0.71 -0.40 4.85
C -1.18 0.15 6.06
H 1.36 2.24 6.64
H 2.14 1.15 4.47
H 0.88 -0.48 3.43
H -1.38 -1.14 4.45
H -2.19 -0.06 6.41
F -4.47 -2.57 -4.03
C -4.25 -1.37 -3.49
C -2.95 -0.91 -3.58
C -2.62 0.26 -2.91
C -3.62 1.08 -2.36
C -4.93 0.62 -2.29
C -5.26 -0.63 -2.89
H -2.18 -1.53 -4.10
H -1.65 0.61 -2.90
H -3.32 1.96 -1.80
H -5.78 1.15 -1.93
H -6.31 -0.99 -2.85
F -5.73 -2.74 -0.15
C -5.62 -1.49 0.40
C -6.81 -0.91 0.72
C -6.74 0.37 1.29
C -5.51 0.98 1.50
C -4.32 0.31 1.15
C -4.38 -0.92 0.58
H -7.77 -1.45 0.62
H -7.66 0.78 1.71
H -5.47 2.00 1.82
H -3.37 0.76 1.27
H -3.45 -1.34 0.31
F 1.03 0.82 -0.78
C 1.89 0.29 0.14
C 2.78 1.06 0.88
C 3.73 0.37 1.62
C 3.73 -1.02 1.72
C 2.72 -1.75 1.09
C 1.81 -1.07 0.30
H 2.81 2.09 0.73
H 4.49 0.92 2.14
H 4.45 -1.56 2.40
H 2.75 -2.85 1.16
H 1.12 -1.73 -0.33
O -0.74 -3.23 -0.18
C -0.66 -4.42 -0.23
O -1.31 -5.11 -1.23
C -2.25 -4.32 -2.00
C -3.64 -4.56 -1.45
C 0.20 -5.31 0.67
H -2.19 -4.75 -3.00
H -1.92 -3.26 -1.96
H -4.42 -3.94 -1.89
H -3.70 -4.24 -0.42
H -3.95 -5.65 -1.60
H -0.28 -5.35 1.63
H 1.10 -4.80 0.83
H 0.37 -6.27 0.22
*
```

For the max |F|, the calculation gives 3.13 eV/A. Its SMILES is CCOC(C)=O.Fc1ccccc1.Fc1ccccc1.Fc1ccccc1.Fc1ccccc1.Fc1ccccc1.Fc1ccccc1.Fc1ccccc1.Fc1ccccc1.Fc1ccccc1. For the LUMO energy, the calculation gives 0.629 eV. Its electronic energy is -3291.1138 Eh. Its frontier orbital gap is 9.75 eV.

2.
3 unconnected molecules or ions with the total composition C58H54BrF8INO7, computed with ωB97M-V/def2-TZVPD.

```
! wB97M-V def2-TZVPD RIJCOSX def2/J DEFGRID3
* xyz 1 1
C -5.48 0.17 0.79
C -4.27 -0.67 1.58
C -3.95 0.26 2.93
C -4.75 -2.12 2.14
C -2.88 -0.67 0.71
C -2.63 -1.98 -0.23
C -1.99 -3.29 0.56
C -3.91 -2.48 -1.13
C -1.45 -1.53 -1.34
C -1.80 -0.69 -2.73
C -0.69 -0.19 -3.83
C 0.89 -0.54 -3.53
O 1.98 -0.10 -4.42
C 1.97 1.37 -4.42
C 2.26 2.06 -2.95
O 1.24 3.10 -2.71
C 0.42 2.79 -1.51
C -0.51 4.15 -1.27
C 0.37 5.39 -0.62
C 1.15 6.35 -1.74
C 2.09 7.61 -1.26
C 2.21 7.84 0.38
Br 3.38 9.31 1.11
C 1.39 6.81 1.40
I 1.72 7.22 3.57
N 0.51 5.65 0.89
C -0.25 4.72 1.86
C 0.59 3.35 2.22
O 1.97 3.55 1.75
C 2.96 3.33 2.82
C 4.33 2.77 2.05
F 4.50 3.57 0.79
F 5.53 2.93 2.94
C 4.23 1.20 1.58
F 3.54 1.07 0.28
F 5.64 0.72 1.37
C 3.57 0.19 2.69
F 4.15 -1.17 2.41
F 4.00 0.52 4.09
C 1.94 0.01 2.57
F 1.58 -1.43 2.30
F 1.25 0.37 3.85
C 1.34 -1.37 -2.16
C 0.16 -1.86 -1.09
H -6.53 -0.32 0.95
H -5.43 1.30 1.18
H -5.20 0.25 -0.37
H -3.71 1.36 2.61
H -2.97 -0.16 3.47
H -4.88 0.27 3.65
H -5.19 -2.85 1.33
H -3.80 -2.66 2.60
H -5.52 -1.93 3.01
H -2.89 0.29 0.00
H -1.98 -0.47 1.46
H -1.15 -2.95 1.30
H -2.84 -3.94 1.05
H -1.51 -3.97 -0.30
H -3.67 -2.71 -2.25
H -4.84 -1.77 -1.11
H -4.27 -3.51 -0.65
H -2.95 -0.45 -2.90
H -1.08 0.41 -4.78
H 2.82 1.71 -5.19
H 0.96 1.83 -4.85
H 3.30 2.63 -3.07
H 2.41 1.30 -2.08
H 1.07 2.58 -0.54
H -0.27 1.86 -1.77
H -1.52 3.93 -0.72
H -0.81 4.50 -2.37
H 1.05 6.12 -2.91
H 2.65 8.31 -2.02
H -0.52 5.23 2.88
H -1.29 4.35 1.40
H 0.09 2.45 1.65
H 0.50 3.15 3.38
H 2.59 2.62 3.68
H 3.28 4.35 3.35
H 1.44 0.63 1.71
H 2.47 -1.60 -1.90
H 0.57 -2.42 -0.13
C 7.87 -2.14 -6.00
C 6.71 -1.70 -5.36
C 5.76 -0.97 -6.08
C 5.97 -0.67 -7.43
C 7.15 -1.09 -8.06
C 8.09 -1.83 -7.34
C 7.41 -0.74 -9.47
O 8.43 -1.11 -10.02
C 6.41 0.07 -10.20
C 6.67 0.46 -11.52
C 5.74 1.22 -12.22
C 4.53 1.58 -11.62
C 4.27 1.20 -10.30
C 5.22 0.45 -9.59
C 4.95 0.09 -8.18
O 3.90 0.41 -7.65
H 8.61 -2.71 -5.44
H 6.55 -1.92 -4.31
H 4.85 -0.63 -5.58
H 9.01 -2.18 -7.83
H 7.61 0.18 -12.00
H 5.94 1.53 -13.25
H 3.80 2.17 -12.17
H 3.34 1.49 -9.83
C -2.08 -3.79 8.95
C -2.11 -3.37 7.61
C -3.32 -3.34 6.92
C -4.50 -3.74 7.56
C -4.47 -4.18 8.88
C -3.25 -4.19 9.58
C -5.70 -4.65 9.55
O -5.67 -5.03 10.71
C -6.96 -4.66 8.79
C -8.13 -5.16 9.39
C -9.33 -5.16 8.68
C -9.38 -4.66 7.38
C -8.22 -4.17 6.78
C -7.01 -4.18 7.48
C -5.78 -3.69 6.82
O -5.82 -3.26 5.68
H -1.13 -3.80 9.49
H -1.19 -3.07 7.12
H -3.34 -3.02 5.88
H -3.22 -4.52 10.62
H -8.10 -5.55 10.40
H -10.24 -5.55 9.15
H -10.32 -4.65 6.83
H -8.26 -3.78 5.76
*
```

For the max |F|, the calculation gives 4.98 eV/A. For the LUMO energy, the calculation gives -4.830 eV. Its electronic energy is -6493.4345 Eh. Its frontier orbital gap is 5.21 eV.

Number 1: HOMO energy -9.1 eV. Number 2: HOMO energy -10.0 eV.